No. 1
# C13H18AuN3O2S3

A molecular structure, C13H18AuN3O2S3 (ωB97M-V/def2-TZVPD, the OMol25 dataset).

The calculation puts the HOMO-LUMO gap at 7.206 eV. Its net charge is +2.

Each line ends with the Löwdin charge.
Cartesian coordinates (Å):
Au: -0.760 -0.418 0.079  0.923
C: 1.541 -0.738 1.969  -0.132
C: 0.877 0.369 2.795  -0.169
N: -0.543 0.476 2.462  -0.130
C: -1.149 1.808 2.426  -0.234
C: -0.595 2.707 1.323  -0.369
S: -0.216 1.904 -0.278  0.962
C: 1.607 1.718 -0.165  -0.370
C: 2.066 0.283 -0.317  -0.210
N: 1.255 -0.674 0.494  -0.204
H: 1.181 -1.710 2.305  0.126
H: 2.624 -0.720 2.102  0.142
H: 1.364 1.328 2.619  0.113
H: 1.044 0.136 3.848  0.143
H: -1.114 -0.120 3.048  0.133
H: -1.048 2.352 3.370  0.140
H: -2.215 1.657 2.251  0.118
H: 0.326 3.213 1.607  0.088
H: -1.324 3.482 1.089  0.099
H: 1.923 2.169 0.771  0.080
H: 2.028 2.312 -0.975  0.104
H: 3.119 0.189 -0.041  0.145
H: 1.967 -0.033 -1.355  0.135
H: 1.452 -1.600 0.117  0.117
O: -4.409 0.929 0.427  -0.240
S: -4.199 0.093 -0.704  0.705
O: -4.154 0.594 -2.028  -0.209
N: -2.695 -0.735 -0.404  -0.270
C: -2.852 -2.005 -0.188  -0.677
S: -1.299 -2.652 0.275  0.776
C: -4.207 -2.511 -0.313  -0.198
C: -4.693 -3.799 -0.183  0.027
C: -6.061 -3.992 -0.340  -0.008
C: -6.904 -2.922 -0.617  0.002
C: -6.420 -1.619 -0.751  0.011
C: -5.066 -1.443 -0.593  -0.205
H: -4.034 -4.632 0.026  0.134
H: -6.475 -4.986 -0.248  0.129
H: -7.965 -3.101 -0.731  0.132
H: -7.085 -0.794 -0.968  0.141

Cartesian forces (eV/Å) of the 3 atoms listed first:
Au 0.34 0.11 0.02
C 0.04 0.07 0.01
C -0.04 0.03 -0.20

---

No. 2
# C13H18BrClO6

C13H18BrClO6 in the gas phase at a distorted geometry (ωB97M-V/def2-TZVPD, the OMol25 dataset).

The calculation puts the HOMO-LUMO gap at 10.701 eV. Its net charge is 0. Its structure (SMILES) is CC[C@H](Br)[C@H]1OC(=O)O[C@]1(CC(=O)OC(C)=O)[C@@H](Cl)CC.

Each line ends with the Löwdin charge.
Cartesian coordinates (Å):
C: -1.870 -4.170 -0.336  -0.096
C: -0.725 -3.439 -1.126  -0.267
C: -0.946 -1.888 -1.253  -0.530
Br: -1.361 -1.548 -3.182  0.739
C: 0.352 -1.094 -0.948  -0.279
O: 1.152 -0.629 -2.058  -0.009
C: 2.207 -0.008 -1.366  -0.512
O: 3.287 0.055 -1.732  0.252
O: 1.728 0.489 -0.150  0.034
C: 0.290 0.239 -0.151  -0.348
C: -0.246 1.524 -0.874  0.038
C: 0.681 2.770 -0.721  -0.422
O: 1.114 3.283 -1.689  0.174
O: 0.970 3.334 0.515  0.048
C: 2.354 3.463 0.751  -0.484
C: 3.155 4.709 0.287  0.022
O: 2.941 2.653 1.345  0.146
C: -0.257 -0.063 1.291  -0.547
Cl: 0.498 1.026 2.533  0.710
C: -1.811 0.112 1.386  -0.264
C: -2.416 -1.059 2.256  -0.085
H: -2.324 -4.931 -1.009  0.074
H: -2.701 -3.505 -0.027  0.058
H: -1.473 -4.754 0.520  0.076
H: -0.661 -3.916 -2.123  0.080
H: 0.235 -3.670 -0.617  0.108
H: -1.835 -1.538 -0.709  0.070
H: 1.085 -1.721 -0.386  0.166
H: -0.370 1.355 -1.962  0.133
H: -1.242 1.851 -0.503  0.132
H: 2.522 5.603 0.142  0.085
H: 3.825 4.937 1.144  0.089
H: 3.817 4.478 -0.565  0.096
H: -0.010 -1.114 1.534  0.111
H: -2.304 0.155 0.394  0.098
H: -2.091 1.042 1.920  0.100
H: -3.271 -0.718 2.869  0.077
H: -2.674 -1.938 1.631  0.052
H: -1.624 -1.378 2.967  0.076

Cartesian forces (eV/Å) of the 3 atoms listed first:
C -0.04 -0.62 -0.65
C -0.50 -0.30 0.59
C 1.12 -0.64 -1.48

---

No. 3
# C13H18N2O

C13H18N2O in the gas phase (ωB97M-V/def2-TZVPD, the OMol25 dataset).

The calculation puts the HOMO-LUMO gap at 9.137 eV. Its net charge is 0. Its structure (SMILES) is c1ccc2c(c1)C[C@H](CN1CCNCC1)O2. As for the relative energy (zero: lowest compared OMol25 entry of this formula, charge and spin): 140.6 kJ/mol.

Each line ends with the Löwdin charge.
Cartesian coordinates (Å):
C: -5.067 -0.681 0.280  -0.101
C: -5.146 0.664 -0.040  -0.092
C: -4.016 1.390 -0.388  0.000
C: -2.805 0.724 -0.406  -0.232
C: -2.718 -0.630 -0.087  -0.159
C: -3.844 -1.341 0.260  -0.034
H: -3.778 -2.390 0.509  0.112
C: -1.280 -1.043 -0.198  -0.067
H: -0.904 -1.423 0.755  0.118
H: -1.144 -1.820 -0.952  0.123
C: -0.583 0.278 -0.600  -0.253
H: -0.098 0.198 -1.580  0.155
C: 0.466 0.790 0.399  -0.144
N: 1.813 0.435 0.008  -0.189
C: 2.802 1.244 0.707  -0.181
C: 4.222 0.768 0.325  -0.205
N: 4.210 -0.077 -0.850  -0.082
H: 3.766 0.437 -1.607  0.109
C: 3.441 -1.278 -0.584  -0.201
C: 2.118 -0.978 0.161  -0.168
H: 1.309 -1.562 -0.274  0.102
H: 2.202 -1.251 1.228  0.124
H: 4.064 -1.945 0.022  0.109
H: 3.243 -1.772 -1.536  0.111
H: 4.661 0.184 1.139  0.112
H: 4.871 1.624 0.135  0.110
H: 2.652 2.281 0.395  0.115
H: 2.666 1.193 1.802  0.118
H: 0.221 0.446 1.421  0.135
H: 0.400 1.882 0.391  0.129
O: -1.608 1.275 -0.726  0.014
H: -4.071 2.437 -0.638  0.114
H: -6.105 1.161 -0.019  0.101
H: -5.961 -1.222 0.547  0.096

Cartesian forces (eV/Å) of the 3 atoms listed first:
C -0.17 -0.13 0.06
C -0.02 0.00 0.01
C 0.27 0.12 -0.08